[1]
# C9H34F5NO20S3Y

A molecular structure, C9H34F5NO20S3Y at a distorted geometry (the ωB97M-V functional and the def2-TZVPD basis, the Open Molecules 2025 dataset).

As for the net charge: +1. For the total energy, the calculation gives -99453.21063 eV. The value obtained for the LUMO energy is -5.593 eV. For the HOMO energy, the calculation gives -11.20 eV. As for the spin multiplicity: 1.

The geometry in XYZ format:
```
73
Properties=species:S:1:pos:R:3:forces:R:3:lowdin_charge:R:1
Y -3.1965 -0.5775 -1.7349 2.67 -0.35 1.90 1.9039
C 0.9789 0.8117 0.1785 -1.07 0.42 -0.53 -0.6388
F 1.1874 0.7322 -1.1544 0.28 -0.06 0.18 0.1086
F 2.0896 0.6460 0.8493 0.09 -0.20 -0.08 0.1992
F 0.4956 2.0344 0.4282 0.05 -0.02 -0.06 0.1456
S -0.2906 -0.4481 0.6458 1.45 -0.36 0.43 0.5775
O 0.3888 -1.6900 0.4509 0.04 -0.41 0.19 -0.2301
O -0.6087 -0.0823 1.9855 -0.65 0.02 -0.19 -0.2618
O -1.3755 -0.2899 -0.3440 -1.58 0.43 -1.00 -0.4186
N -4.2734 -1.6491 -0.1180 0.45 -0.36 3.01 -0.4320
S -5.5508 -2.6041 -0.1315 -3.32 -0.02 -4.56 0.4796
O -6.7417 -1.8843 0.0797 -0.23 0.24 0.68 -0.1999
O -5.3631 -3.9299 0.2402 0.78 -1.20 1.24 -0.1643
F -5.5428 -2.7070 -1.7828 0.61 0.48 0.10 -0.2322
S -3.9272 -1.7999 1.5604 2.74 3.57 1.84 0.5520
O -2.7490 -2.5162 1.8091 0.50 -1.52 -0.76 -0.1980
O -4.9909 -1.7832 2.4834 -1.11 -0.89 -1.01 -0.1646
F -3.3866 -0.3037 1.7228 -0.40 0.15 -0.68 -0.1836
O -3.6554 1.3444 -0.5619 -1.09 0.07 -0.34 -0.1239
H -3.4617 2.2730 -0.8292 0.72 -0.35 -0.10 0.0736
H -4.3015 1.3834 0.1625 0.17 -0.24 0.03 0.1064
O -0.6459 1.9766 3.7841 -0.08 0.08 -0.20 -0.0523
H -1.5347 2.2043 4.0722 0.04 -0.01 0.06 0.0372
H -0.7628 1.3744 3.0340 -0.04 0.26 0.33 -0.0257
O -2.0714 2.9610 -1.7826 -0.18 -0.25 -0.32 -0.0534
H -2.2565 3.7494 -2.3073 0.16 -0.02 -0.02 0.0738
H -1.0989 2.9490 -1.7127 -0.07 0.42 0.15 0.0393
O -1.1290 -0.8496 -3.0510 -0.70 -0.22 -0.28 -0.0855
H -0.7027 -1.7163 -3.1970 0.09 0.04 0.29 0.0900
H -0.4351 -0.1976 -3.2262 -0.06 -0.02 0.13 0.0886
O 2.8196 -1.0521 -3.5296 -0.29 -0.03 0.03 -0.0521
H 3.0517 -1.3203 -2.6295 0.03 0.08 -0.07 0.0279
H 2.4289 -0.1800 -3.4251 0.25 0.08 0.10 0.0073
C -1.8620 -1.3151 5.5191 0.93 0.62 -0.08 -0.2497
C -0.7838 -2.0411 4.7152 -0.13 0.23 -1.87 -0.2189
O 0.3402 -1.1968 4.4178 -0.20 -0.24 0.60 -0.0790
O -2.6021 -2.1723 6.3647 0.04 0.24 -0.06 -0.0483
H -2.5075 -0.7588 4.8241 -0.26 -0.32 0.04 0.1072
H -1.3149 -0.5165 6.0390 -0.17 -0.26 0.41 0.1245
H -1.2019 -2.2778 3.7230 -0.13 -0.39 0.34 0.0865
H -0.4391 -2.9879 5.1239 0.05 0.25 0.52 0.1249
H 0.0594 -0.6054 3.7098 0.17 -0.12 0.29 0.0196
H -2.5492 -1.8058 7.2503 -0.10 -0.16 0.07 0.0865
C 5.8948 1.9415 -1.6851 -1.37 -0.11 -0.80 -0.2121
C 5.6536 0.4538 -1.4338 -0.27 -0.07 0.22 -0.2045
O 4.3032 0.2190 -0.9991 0.06 -0.05 0.06 -0.1048
O 5.9140 2.2330 -3.0926 0.78 0.03 0.33 -0.0708
H 6.7666 2.3108 -1.1564 0.26 0.21 -0.49 0.1206
H 4.9930 2.4713 -1.3524 0.29 -0.04 0.81 0.1005
H 6.3456 0.0363 -0.7002 0.07 0.00 -0.05 0.1212
H 5.7461 -0.0993 -2.3659 0.22 0.04 -0.05 0.1229
H 4.2801 0.4164 -0.0581 -0.15 -0.06 0.00 0.0723
H 5.0580 1.9514 -3.4285 0.06 -0.02 -0.11 0.0751
C 1.8217 4.1863 -2.1188 0.27 -1.13 0.01 -0.2233
C 2.4006 4.8872 -0.9296 -0.13 0.48 0.50 -0.2419
O 2.4225 6.2822 -1.2411 0.18 -0.35 0.44 -0.0495
O 0.3954 4.3143 -2.1092 -0.01 0.02 -0.15 -0.0890
H 2.0786 3.1241 -2.0498 -0.38 -0.05 0.15 0.1042
H 2.2272 4.4828 -3.0877 0.08 0.55 0.18 0.1308
H 3.3587 4.4971 -0.5684 0.27 0.12 -0.66 0.1191
H 1.7368 4.7152 -0.0705 -0.18 -0.07 -0.17 0.1239
H 2.6836 6.7281 -0.4276 -0.03 0.30 -0.19 0.0959
H 0.2324 5.2561 -1.9629 -0.10 -0.05 -0.06 0.1014
C 0.2498 -4.5036 -1.2976 -1.08 0.53 0.66 -0.2297
C -1.2151 -4.4695 -1.7253 0.74 -0.97 0.92 -0.2068
O -1.9781 -3.5135 -0.9780 -0.23 0.84 -0.72 -0.1162
O 0.8602 -3.2841 -1.6385 0.40 -0.21 -0.92 -0.0676
H 0.7015 -5.4129 -1.6936 0.44 0.37 -0.35 0.1306
H 0.2930 -4.5760 -0.2004 -0.11 -0.41 -0.04 0.1358
H -1.5888 -5.4776 -1.5084 -0.42 0.16 -0.40 0.1289
H -1.2538 -4.2287 -2.7854 -0.30 -0.03 -0.07 0.1176
H -1.5880 -3.4177 -0.0998 -0.08 -0.03 0.13 0.0601
H 0.6799 -2.7050 -0.8911 0.27 0.35 0.08 0.0086
```
Positions in Å, forces in eV/Å.

[2]
# C9H34N2O7

8 unconnected molecules or ions with the total composition C9H34N2O7 at a distorted geometry (the ωB97M-V functional and the def2-TZVPD basis, the Open Molecules 2025 dataset).

As for the net charge: 0. The energy relative to the best compared isomer or geometry (same formula, charge and spin) is 184.1 kJ/mol. For the total energy, the calculation gives -27194.04442 eV. The value obtained for the LUMO energy is -0.621 eV. For the HOMO energy, the calculation gives -5.37 eV. As for the spin multiplicity: 1.

The geometry in XYZ format:
```
52
Properties=species:S:1:pos:R:3:forces:R:3:nbo_charge:R:1
N -0.2088 1.2939 -0.9145 0.22 0.46 -0.37 -0.9320
H -0.5831 0.6993 -0.1888 -1.46 -1.46 1.03 0.4967
H -0.8519 1.6764 -1.5928 -0.36 -0.57 -0.40 0.4368
H 0.5221 0.7347 -1.3306 0.29 0.13 -0.21 0.4240
H 0.1291 2.0875 -0.3890 0.80 0.50 0.35 0.4397
C -2.3466 -1.5101 -1.0668 0.04 -0.03 -0.05 -0.6023
C -1.4854 -2.0457 0.1097 -0.83 1.15 0.86 0.1105
C -0.4484 -2.9058 -0.5308 0.31 -1.69 -1.36 -0.4038
C 0.7011 -3.3746 0.2783 0.29 0.64 1.88 -0.4013
C 1.2845 -2.1404 0.9721 0.39 0.87 -0.51 -0.3934
C 0.2878 -1.2050 1.7971 1.04 -1.61 -1.70 0.1144
N -0.8245 -0.8649 0.8629 -0.98 -0.33 -0.77 -0.2746
O -1.8353 0.0056 1.4192 1.25 -0.71 -0.44 -0.8453
C 1.0736 0.0337 2.1307 0.83 1.47 0.92 -0.6271
C -0.0627 -1.9326 3.0713 -0.44 0.82 0.59 -0.6439
C -2.4114 -2.9768 0.9903 0.20 0.01 0.37 -0.6458
H -2.7181 -2.3777 -1.6121 -0.51 -0.21 0.30 0.1969
H -1.8078 -1.0255 -1.8810 0.69 0.44 0.33 0.1829
H -3.1570 -0.8356 -0.7903 0.02 -0.26 0.33 0.2349
H -0.0053 -2.5330 -1.4542 -0.25 0.84 -0.14 0.1851
H -0.9040 -3.8369 -0.8678 -0.64 -0.01 -0.24 0.2047
H 1.3884 -3.9230 -0.3660 0.34 0.19 0.11 0.2004
H 0.3769 -4.0827 1.0410 -0.05 -0.16 0.13 0.1948
H 1.6313 -1.4579 0.1962 -0.05 0.09 -0.55 0.1595
H 2.2212 -2.3295 1.4965 -0.21 -0.26 0.67 0.1997
H 0.4568 0.8474 2.5122 -0.41 -0.21 0.09 0.2356
H 1.7474 0.5234 1.4276 -0.46 -0.32 -1.31 0.1849
H 1.8505 -0.1297 2.8776 -0.31 -0.59 0.66 0.2034
H 0.7936 -2.0795 3.7295 0.43 -0.55 -0.46 0.1991
H -0.5845 -2.8553 2.8173 -0.06 0.15 0.61 0.2138
H -0.6174 -1.2223 3.6845 -0.95 -0.36 -0.12 0.2317
H -2.9252 -2.4860 1.8169 0.36 0.50 -0.07 0.2433
H -1.8522 -3.8112 1.4134 0.36 0.11 0.19 0.1867
H -3.2124 -3.5118 0.4803 0.01 0.36 -0.78 0.2039
O 3.1971 2.5444 -0.8384 0.15 0.83 0.06 -0.9862
H 2.9639 1.6715 -1.1543 -0.28 -0.72 0.01 0.4914
H 4.1425 2.5031 -0.6948 0.23 0.20 0.15 0.4822
O 0.8487 3.2820 0.5071 -0.26 0.48 0.46 -0.9671
H 1.0815 3.1907 1.4311 -0.10 -0.20 0.39 0.4958
H 1.6867 3.2585 0.0451 0.80 0.08 -0.43 0.5137
O 2.3258 0.1421 -1.7124 0.06 0.15 -0.24 -0.9513
H 2.8060 -0.6528 -1.4807 0.02 -0.44 0.33 0.5075
H 2.5441 0.2950 -2.6317 0.01 -0.05 -0.51 0.4868
O -1.3356 5.0821 0.3221 -0.48 0.25 -0.13 -0.9545
H -0.6665 4.4054 0.4251 0.37 -0.22 -0.07 0.4837
H -1.0705 5.7756 0.9264 -0.02 0.17 0.11 0.4595
O 0.7124 4.1206 -2.8613 -0.26 -0.06 0.08 -0.9259
H 1.5062 4.6270 -2.6889 0.22 0.18 0.10 0.4712
H 1.0306 3.2803 -3.1912 0.06 -0.16 -0.16 0.4568
O -2.0778 1.9612 -2.8293 0.01 0.04 -0.16 -0.9605
H -2.6800 2.1503 -2.1097 -0.40 0.13 0.30 0.4903
H -2.6374 1.9147 -3.6045 -0.03 -0.03 -0.25 0.4929
```
Positions in Å, forces in eV/Å.

[3]
# C9H34N2O9

A molecular structure, C9H34N2O9 at a distorted geometry (the ωB97M-V functional and the def2-TZVPD basis, the Open Molecules 2025 dataset).

As for the net charge: 0. The energy relative to the best compared isomer or geometry (same formula, charge and spin) is 922.5 kJ/mol. For the total energy, the calculation gives -31279.84611 eV. The value obtained for the LUMO energy is -1.181 eV. For the HOMO energy, the calculation gives -9.04 eV. As for the spin multiplicity: 1.

The geometry in XYZ format:
```
54
Properties=species:S:1:pos:R:3:forces:R:3:nbo_charge:R:1
N -2.7516 -2.2056 -1.6090 -2.59 -3.93 0.20 -0.8650
H -2.1363 -1.4053 -1.5776 -0.14 -0.23 0.58 0.4405
H -3.4041 -2.1602 -0.8394 -0.59 0.18 0.08 0.4106
H -2.2594 -3.0820 -1.5103 0.23 -0.20 -0.14 0.4287
H -3.1741 -2.1387 -2.5240 -0.40 -0.30 -0.09 0.4365
N -0.9701 0.1951 -1.0407 -0.30 0.84 0.39 0.7887
O -0.6600 1.3755 -0.9286 -1.12 -5.20 -4.24 -0.3822
O -0.1228 -0.6950 -1.0678 1.45 1.44 -0.49 -0.4883
O -2.1536 -0.1662 -1.0540 2.24 1.63 -1.21 -0.4776
C -1.3498 -3.2986 2.3920 -2.17 1.03 0.86 -0.6145
C -1.4111 -2.1859 1.3768 0.47 -2.34 -0.27 0.1041
C -1.1423 -0.8718 1.9368 -0.93 -0.59 0.59 -0.6442
O -0.3957 -2.5443 0.4871 0.54 -0.81 -1.08 -0.7586
H -0.7103 -3.0098 3.2262 0.53 -0.53 -0.30 0.2186
H -1.2589 -4.3021 1.9764 0.37 0.26 0.12 0.2211
H -2.3526 -3.1735 2.8004 -0.28 -0.79 0.67 0.1977
H -2.3662 -2.1700 0.8519 -0.50 -0.23 0.07 0.1046
H -1.7177 -0.7338 2.8522 0.17 0.32 0.09 0.2368
H -1.4424 -0.1101 1.2172 -0.19 -0.16 0.50 0.1993
H -0.0636 -0.8620 2.0931 -0.75 -0.65 0.63 0.2344
H -0.2364 -1.7901 -0.0850 0.27 -0.43 0.21 0.4586
C 2.8106 -0.4386 -0.5996 -0.32 1.42 -0.23 -0.6494
C 2.6780 0.9882 -1.3417 -0.26 -1.27 0.87 0.1134
C 2.4538 0.8095 -2.8163 0.89 -0.43 0.31 -0.6221
O 1.6000 1.7959 -0.8728 2.96 0.25 -1.18 -0.7736
H 1.8761 -0.9814 -0.7416 0.64 -0.26 -0.16 0.2042
H 2.8992 -0.2977 0.4776 0.35 0.08 -0.14 0.1986
H 3.6871 -1.0151 -0.8952 -0.11 0.11 -0.42 0.2134
H 3.6232 1.4978 -1.1544 -0.13 0.38 0.08 0.1731
H 2.4920 1.7992 -3.2714 -0.62 -0.21 -0.25 0.2217
H 1.5187 0.2505 -2.8474 -0.15 0.30 -0.87 0.1871
H 3.2568 0.2125 -3.2485 -0.05 -0.18 -0.19 0.1996
H 0.7346 1.3812 -0.8995 1.48 -0.09 -0.61 0.4649
C 2.3971 2.8955 1.2928 0.86 -0.05 0.07 -0.6351
C 1.3314 2.1196 2.1195 0.51 0.19 -2.60 0.1112
C 0.6947 0.9833 1.2641 -2.18 2.38 2.38 -0.6748
O 1.8829 1.4490 3.2090 0.77 -0.01 0.80 -0.7025
H 3.1111 3.4623 1.8903 -0.31 0.11 0.57 0.1965
H 2.0128 3.5618 0.5205 -0.47 0.03 0.41 0.2285
H 3.0197 2.2351 0.6893 0.05 -0.25 0.48 0.1918
H 0.6362 2.9003 2.4280 -0.48 -0.56 0.32 0.1829
H 0.0570 1.4989 0.5461 1.36 -0.62 1.20 0.2118
H -0.0873 0.4987 1.8487 1.72 2.28 0.33 0.2209
H 1.3039 0.1325 0.9587 0.05 0.88 -0.19 0.2004
H 2.3435 0.7797 2.6976 0.61 -0.55 0.87 0.4497
O -3.6870 0.9075 0.1852 -1.68 0.65 1.36 -0.9842
H -3.3837 1.8141 0.2321 -0.08 0.52 0.12 0.4791
H -3.2169 0.5354 -0.5610 -0.80 0.90 0.38 0.4510
O -1.0988 -1.7281 -3.0528 0.42 -0.43 -2.68 -0.9726
H -0.5840 -2.5296 -3.1470 0.36 -0.11 -0.28 0.4797
H -0.6641 -1.2448 -2.3501 1.05 -0.28 -0.29 0.4550
O -1.3637 3.2150 -0.2114 -1.43 3.55 1.65 -0.9700
H -1.0103 3.5772 -1.0239 0.06 0.16 -0.09 0.4598
H -1.2457 2.2691 -0.2990 -1.34 1.79 0.81 0.4402
```
Positions in Å, forces in eV/Å.

Which of these has the lowest LUMO energy?
C9H34F5NO20S3Y

Which value of net charge does entry 3 give?
0

Which of these has the highest LUMO energy?
C9H34N2O7